No. 1
Formula: C4H2F12LiN2O9S4
Source: the Open Molecules 2025 dataset
Level of theory: ωB97M-V with the def2-TZVPD basis set

Positions of all 34 atoms, in Å:
Li: -0.150 0.447 -0.447
C: 1.711 -0.690 2.344
F: 0.636 -1.213 2.910
F: 2.764 -0.854 3.163
F: 1.972 -1.305 1.198
S: 1.553 1.138 2.038
O: 1.685 1.764 3.288
O: 2.512 1.477 1.044
N: 0.074 1.242 1.295
S: -1.167 1.517 2.271
O: -2.367 0.952 1.696
O: -0.959 1.256 3.659
C: -1.451 3.326 2.109
F: -1.658 3.635 0.818
F: -2.526 3.696 2.822
F: -0.386 4.017 2.541
C: 0.867 -0.771 -3.865
F: 0.129 -1.719 -4.417
F: 1.959 -0.574 -4.604
F: 0.164 0.370 -3.857
S: 1.424 -1.222 -2.173
O: 2.059 -2.479 -2.368
O: 2.179 -0.099 -1.712
N: 0.056 -1.272 -1.301
S: -0.437 -2.789 -1.076
O: -1.008 -3.395 -2.240
O: 0.459 -3.582 -0.295
C: -1.817 -2.521 0.083
F: -2.286 -3.688 0.485
F: -1.389 -1.827 1.148
F: -2.806 -1.820 -0.483
O: -0.510 2.053 -1.771
H: 0.091 2.489 -2.381
H: -1.377 2.441 -1.920

Atoms 1-6, force components in eV/Å:
Li 0.0 0.5 -0.3
C 0.6 0.4 0.0
F 0.0 0.0 0.0
F -0.2 -0.1 -0.1
F -0.2 -0.2 0.0
S -0.4 0.0 -1.8

Values from the calculation:
* LUMO level: 2.0 eV
* highest occupied orbital energy: -7.80 eV
* total charge: -1
* M: 585.25 g mol⁻¹
* strongest force on any atom: 1.87 eV/Å
* HOMO-LUMO gap: 9.8 eV
* calculated total energy: -101747.466 eV
* 2S+1: 1
* ΔE to the lowest compared entry with this formula, charge and spin: 0.0 kcal per mole

***

No. 2
Formula: C4H2F2O
Source: the Open Molecules 2025 dataset
Level of theory: ωB97M-V with the def2-TZVPD basis set

Positions of all 9 atoms, in Å:
C: 0.013 -0.742 0.072
C: -1.233 -0.464 -0.015
C: -2.592 -0.183 0.105
C: 1.403 -0.922 -0.080
O: 2.257 0.051 0.056
F: -3.373 -1.260 0.017
F: 1.850 -2.183 -0.008
H: -2.817 0.862 -0.082
H: 3.101 -0.023 0.471

Atoms 1-6, force components in eV/Å:
C 2.7 0.1 -0.9
C -1.7 0.4 0.7
C 5.8 -0.9 -1.0
C -5.1 -0.7 1.9
O -0.4 1.5 -1.3
F -1.3 0.5 0.0

Values from the calculation:
* LUMO level (alpha / beta): 0.1 / 0.1 eV
* highest occupied orbital energy (alpha / beta): -7.98 / -7.97 eV
* M: 104.05 g mol⁻¹
* strongest force on any atom: 5.93 eV/Å
* HOMO-LUMO gap (alpha / beta): 8.1 / 8.1 eV
* SMILES: OC(F)=C=C=CF
* calculated total energy: -11658.391 eV
* 2S+1: 1
* ΔE to the lowest compared entry with this formula, charge and spin: 72.7 kcal per mole

***

No. 3
Formula: C4H2F2O
Source: the Open Molecules 2025 dataset
Level of theory: ωB97M-V with the def2-TZVPD basis set

Positions of all 9 atoms, in Å:
C: -2.595 1.198 0.862
C: -1.734 0.513 0.270
C: 0.730 -0.319 -0.032
C: -0.875 -0.430 -0.129
O: 1.016 1.079 -0.014
F: -1.334 -1.532 -0.661
F: 1.601 -0.912 0.965
H: 1.211 -0.686 -0.944
H: 1.979 1.089 -0.316

Atoms 1-6, force components in eV/Å:
C -1.1 1.0 0.7
C 1.9 -1.6 -1.0
C 1.6 1.9 -0.8
C 1.0 0.6 1.7
O 1.2 -1.7 -0.4
F 0.6 -0.2 -0.2

Values from the calculation:
* LUMO level: -2.1 eV
* highest occupied orbital energy: -10.92 eV
* M: 104.05 g mol⁻¹
* strongest force on any atom: 2.70 eV/Å
* HOMO-LUMO gap: 8.8 eV
* calculated total energy: -11656.834 eV
* 2S+1: 1
* ΔE to the lowest compared entry with this formula, charge and spin: 108.6 kcal per mole

***

No. 4
Formula: C4H2F2O
Source: the Open Molecules 2025 dataset
Level of theory: ωB97M-V with the def2-TZVPD basis set

Positions of all 9 atoms, in Å:
C: -0.207 -0.416 -0.974
C: 0.995 -0.013 -0.880
C: 1.851 0.461 -0.029
C: -1.153 -0.382 -0.054
O: -2.111 0.530 0.054
F: 2.677 -0.351 0.671
F: -1.449 -1.516 0.629
H: 2.231 1.476 -0.033
H: -2.833 0.212 0.616

Atoms 1-6, force components in eV/Å:
C -2.1 -0.1 0.1
C 1.3 0.6 0.3
C 2.2 0.5 -1.5
C -2.0 -1.0 -2.3
O 0.5 -0.4 0.5
F 0.5 -0.2 0.9

Values from the calculation:
* expectation value of S²: 2.017
* LUMO level (alpha / beta): 0.0 / -2.2 eV
* highest occupied orbital energy (alpha / beta): -5.18 / -10.09 eV
* M: 104.05 g mol⁻¹
* strongest force on any atom: 3.22 eV/Å
* HOMO-LUMO gap (alpha / beta): 5.2 / 7.9 eV
* calculated total energy: -11654.844 eV
* 2S+1: 3
* ΔE to the lowest compared entry with this formula, charge and spin: 62.5 kcal per mole

***

No. 5
Formula: C4H2F3N
Source: the Open Molecules 2025 dataset
Level of theory: ωB97M-V with the def2-TZVPD basis set

Positions of all 10 atoms, in Å:
C: -0.732 0.462 0.234
C: 0.447 -0.048 -0.527
C: 1.737 -0.116 -0.040
C: -1.830 -0.554 0.490
H: -0.510 0.983 1.253
H: 0.213 -0.383 -1.494
N: -2.641 -1.448 0.183
F: -1.526 1.407 -0.575
F: 2.755 -0.679 -0.684
F: 2.086 0.377 1.160

Atoms 1-6, force components in eV/Å:
C -1.8 1.7 1.7
C 2.3 0.3 2.0
C -2.4 0.4 -0.4
C -4.4 -6.4 -3.4
H -0.1 -0.8 -2.0
H 0.1 -0.6 -1.1

Values from the calculation:
* LUMO level: 0.2 eV
* highest occupied orbital energy: -10.88 eV
* M: 121.06 g mol⁻¹
* strongest force on any atom: 8.92 eV/Å
* HOMO-LUMO gap: 11.1 eV
* SMILES: N#C[C@H](F)C=C(F)F
* calculated total energy: -13820.298 eV
* 2S+1: 1
* ΔE to the lowest compared entry with this formula, charge and spin: 29.9 kcal per mole

***

No. 6
Formula: C4H2F3N3OS
Source: the Open Molecules 2025 dataset
Level of theory: ωB97M-V with the def2-TZVPD basis set

Positions of all 14 atoms, in Å:
C: -2.607 -1.740 0.868
C: -0.245 1.343 0.038
C: 0.905 0.706 -0.776
C: 1.945 0.123 0.160
N: -1.330 0.668 0.096
N: -2.172 -1.584 -0.246
N: -1.497 -0.274 -0.794
O: -3.130 -2.114 1.816
F: 2.644 1.021 0.843
F: 1.361 -0.734 1.071
F: 2.860 -0.479 -0.629
S: -0.041 -0.530 -1.721
H: 0.004 2.185 0.685
H: 1.302 1.409 -1.410

Atoms 1-6, force components in eV/Å:
C 0.0 0.2 -0.3
C 0.6 -1.2 -0.1
C -2.8 -1.3 1.9
C 0.0 -0.6 -0.3
N -0.2 2.2 2.0
N 2.5 2.6 -2.7

Values from the calculation:
* LUMO level: -0.1 eV
* highest occupied orbital energy: -9.18 eV
* M: 197.14 g mol⁻¹
* strongest force on any atom: 4.49 eV/Å
* HOMO-LUMO gap: 9.1 eV
* SMILES: O=C=NN1N=C[C@@H](C(F)(F)F)S1
* calculated total energy: -29682.696 eV
* 2S+1: 1
* ΔE to the lowest compared entry with this formula, charge and spin: 0.0 kcal per mole

***

No. 7
Formula: C4H2F4
Source: the Open Molecules 2025 dataset
Level of theory: ωB97M-V with the def2-TZVPD basis set

Positions of all 10 atoms, in Å:
C: -0.940 -0.675 0.021
C: 0.275 -1.118 0.855
C: -0.023 0.324 -0.565
C: 0.595 1.351 0.092
F: 0.752 -2.165 0.254
F: 0.528 -0.067 -1.710
F: 1.474 2.178 -0.447
F: 0.269 1.853 1.330
H: -1.391 -1.492 -0.568
H: -1.539 -0.188 0.737

Atoms 1-6, force components in eV/Å:
C 1.2 -0.6 1.3
C -0.9 0.0 0.8
C 0.7 1.1 0.1
C -0.9 0.9 1.1
F 0.8 -0.9 -0.6
F 0.3 0.3 -0.9

Values from the calculation:
* LUMO level: 0.2 eV
* highest occupied orbital energy: -9.44 eV
* M: 126.05 g mol⁻¹
* strongest force on any atom: 2.60 eV/Å
* HOMO-LUMO gap: 9.7 eV
* calculated total energy: -15045.470 eV
* 2S+1: 1
* ΔE to the lowest compared entry with this formula, charge and spin: 59.7 kcal per mole

***

No. 8
Formula: C4H2F4
Source: the Open Molecules 2025 dataset
Level of theory: ωB97M-V with the def2-TZVPD basis set

Positions of all 10 atoms, in Å:
C: -0.103 -1.515 -1.913
C: 0.335 -0.840 -1.034
C: 0.958 -0.002 0.198
C: 2.382 0.459 -0.075
F: 0.969 -0.895 1.304
F: 2.695 0.003 -1.276
F: 2.521 1.808 -0.067
F: 3.345 0.012 0.734
H: -0.653 -1.980 -2.717
H: 0.298 0.954 0.423

Atoms 1-6, force components in eV/Å:
C -0.9 -0.1 -0.7
C 1.6 2.2 3.0
C -3.0 -1.2 -0.2
C 1.4 0.2 -0.5
F -0.1 1.4 -1.2
F 0.6 0.3 -1.1

Values from the calculation:
* LUMO level: 0.8 eV
* highest occupied orbital energy: -11.16 eV
* M: 126.05 g mol⁻¹
* strongest force on any atom: 4.06 eV/Å
* HOMO-LUMO gap: 12.0 eV
* SMILES: C#C[C@@H](F)C(F)(F)F
* calculated total energy: -15047.703 eV
* 2S+1: 1
* ΔE to the lowest compared entry with this formula, charge and spin: 8.2 kcal per mole

***

No. 9
Formula: C4H2F4N2O
Source: the Open Molecules 2025 dataset
Level of theory: ωB97M-V with the def2-TZVPD basis set

Positions of all 13 atoms, in Å:
C: 2.095 1.136 0.850
C: -0.789 0.283 -0.387
C: 1.881 0.249 -0.133
C: -2.195 0.127 -0.067
N: -0.170 -0.810 -0.241
N: 1.218 -0.848 -0.442
O: 3.109 0.571 -0.297
F: 1.790 2.381 0.870
F: -2.364 -0.967 0.804
F: -2.645 1.163 0.579
F: -3.079 -0.097 -1.100
H: -0.518 -1.547 0.303
H: 1.667 -1.641 -0.739

Atoms 1-6, force components in eV/Å:
C -0.8 -0.1 3.4
C 0.7 1.1 -2.2
C 0.3 -0.9 0.1
C -2.6 -1.6 0.8
N 1.6 0.7 -0.5
N -1.4 2.3 0.4

Values from the calculation:
* LUMO level (alpha / beta): -0.4 / -0.4 eV
* highest occupied orbital energy (alpha / beta): -8.43 / -8.43 eV
* M: 170.06 g mol⁻¹
* strongest force on any atom: 3.44 eV/Å
* HOMO-LUMO gap (alpha / beta): 8.0 / 8.0 eV
* calculated total energy: -20070.678 eV
* 2S+1: 1

***

No. 10
Formula: C4H2F7NO
Source: the Open Molecules 2025 dataset
Level of theory: ωB97M-V with the def2-TZVPD basis set

Positions of all 15 atoms, in Å:
O: 2.673 -0.077 -0.110
F: -2.580 0.285 -1.316
F: -2.703 -1.556 -0.138
F: -1.470 -1.620 -1.824
F: 0.492 0.221 -1.924
F: -0.179 1.871 -0.611
F: -0.024 -1.598 0.558
F: -1.125 0.176 1.162
C: 1.623 0.482 0.201
N: 1.871 0.906 1.425
C: -1.873 -0.733 -0.817
C: 0.315 0.565 -0.613
C: -0.691 -0.410 0.110
H: 2.636 0.358 1.884
H: 1.036 1.130 2.013

Atoms 1-6, force components in eV/Å:
O -1.1 -1.3 -4.3
F 1.2 -0.6 0.5
F -0.3 1.1 0.6
F 0.1 2.2 0.7
F 0.0 0.2 1.7
F 0.3 -1.7 0.3

Values from the calculation:
* LUMO level: 0.5 eV
* highest occupied orbital energy: -10.48 eV
* M: 213.05 g mol⁻¹
* strongest force on any atom: 6.45 eV/Å
* HOMO-LUMO gap: 10.9 eV
* SMILES: NC(=O)C(F)(F)C(F)(F)C(F)(F)F
* calculated total energy: -26739.261 eV
* 2S+1: 1
* ΔE to the lowest compared entry with this formula, charge and spin: 38.0 kcal per mole

***

No. 11
Formula: C4H2FLiO4Y
Source: the Open Molecules 2025 dataset
Level of theory: ωB97M-V with the def2-TZVPD basis set

Positions of all 13 atoms, in Å:
O: -0.623 1.158 0.205
C: -2.025 -4.009 -0.369
O: -1.071 -3.350 -0.254
O: 1.088 2.369 -0.281
C: -0.187 2.322 -0.126
C: 1.632 1.005 -0.135
O: -3.061 -4.513 -0.330
C: 0.520 0.214 0.504
Y: -1.584 4.505 -0.499
H: 2.539 1.060 0.475
H: 1.870 0.676 -1.154
F: 0.658 0.390 1.904
Li: 0.244 -1.826 0.060

Atoms 1-6, force components in eV/Å:
O -0.2 -2.4 0.4
C -3.1 -0.6 1.0
O 1.9 1.0 -0.3
O 0.0 -0.9 0.2
C -0.4 1.5 -0.4
C 1.5 -0.4 -1.3

Values from the calculation:
* LUMO level (alpha / beta): -13.1 / -15.2 eV
* highest occupied orbital energy (alpha / beta): -21.64 / -19.34 eV
* total charge: +3
* M: 228.90 g mol⁻¹
* strongest force on any atom: 7.28 eV/Å
* HOMO-LUMO gap (alpha / beta): 8.6 / 4.2 eV
* calculated total energy: -16300.673 eV
* 2S+1: 1
* ΔE to the lowest compared entry with this formula, charge and spin: 0.0 kcal per mole

***

No. 12
Formula: C4H2FNO
Source: the Open Molecules 2025 dataset
Level of theory: ωB97M-V with the def2-TZVPD basis set

Positions of all 9 atoms, in Å:
C: -0.162 -0.672 0.998
C: 0.138 -0.041 -0.112
C: -0.526 1.264 -0.322
C: 0.959 -0.728 -1.100
H: -0.722 -0.218 1.724
H: -0.309 1.874 -1.219
N: 1.652 -1.214 -1.903
O: -1.272 1.633 0.574
F: 0.241 -1.899 1.361

Atoms 1-6, force components in eV/Å:
C 1.1 -2.1 0.5
C 1.0 -1.2 -2.0
C -0.8 0.5 1.7
C 1.0 0.0 -1.2
H -1.5 1.0 1.8
H -0.1 -0.3 0.2

Values from the calculation:
* LUMO level: -0.9 eV
* highest occupied orbital energy: -10.93 eV
* M: 99.06 g mol⁻¹
* strongest force on any atom: 2.60 eV/Å
* HOMO-LUMO gap: 10.1 eV
* SMILES: N#C/C(C=O)=C\F
* calculated total energy: -10433.520 eV
* 2S+1: 1
* ΔE to the lowest compared entry with this formula, charge and spin: 5.4 kcal per mole

***

No. 13
Formula: C4H2FNO
Source: the Open Molecules 2025 dataset
Level of theory: ωB97M-V with the def2-TZVPD basis set

Positions of all 9 atoms, in Å:
C: 0.432 -0.648 -0.953
C: 0.272 -0.063 0.203
C: -0.958 0.906 -0.045
C: 0.859 -0.200 1.545
H: -0.212 -0.313 -1.753
H: -1.818 0.875 1.149
N: 1.526 -0.084 2.507
O: -1.091 1.521 -1.249
F: 0.991 -1.993 -1.405

Atoms 1-6, force components in eV/Å:
C 0.4 -5.1 -3.0
C -1.2 1.3 1.8
C -1.0 2.8 -3.5
C 1.6 0.6 0.7
H 0.6 -0.2 -0.4
H 2.4 0.5 -4.0

Values from the calculation:
* LUMO level: -1.2 eV
* highest occupied orbital energy: -11.21 eV
* M: 99.06 g mol⁻¹
* strongest force on any atom: 9.40 eV/Å
* HOMO-LUMO gap: 10.0 eV
* calculated total energy: -10430.065 eV
* 2S+1: 1
* ΔE to the lowest compared entry with this formula, charge and spin: 85.1 kcal per mole

***

No. 14
Formula: C4H2IOPS
Source: the Open Molecules 2025 dataset
Level of theory: ωB97M-V with the def2-TZVPD basis set

Positions of all 10 atoms, in Å:
C: -0.279 -1.402 0.107
C: -1.021 -0.286 0.079
C: 1.123 -1.439 0.199
C: 2.306 -1.243 0.054
O: -1.380 4.039 -0.051
P: -1.806 2.730 -0.507
S: -0.382 1.340 0.363
I: 4.295 -1.034 -0.182
H: -0.768 -2.364 -0.006
H: -2.088 -0.342 -0.056

Atoms 1-6, force components in eV/Å:
C -0.8 -0.1 0.0
C 0.1 0.3 0.0
C 1.1 0.8 -0.4
C 0.4 -0.3 0.2
O 0.4 1.1 0.3
P -0.1 -1.8 0.0

Values from the calculation:
* LUMO level: -0.9 eV
* highest occupied orbital energy: -8.72 eV
* M: 256.00 g mol⁻¹
* strongest force on any atom: 1.80 eV/Å
* HOMO-LUMO gap: 7.8 eV
* SMILES: O=PS/C=C\C#CI
* calculated total energy: -34450.232 eV
* 2S+1: 1

***

No. 15
Formula: C4H2IPS
Source: the Open Molecules 2025 dataset
Level of theory: ωB97M-V with the def2-TZVPD basis set

Positions of all 9 atoms, in Å:
C: 0.286 -1.067 -2.085
C: 1.297 0.270 1.831
C: 0.452 -0.024 -1.521
C: 1.119 0.875 0.808
P: 0.670 1.470 -0.717
S: -2.941 1.447 0.680
I: -2.663 -0.852 0.840
H: 0.156 -1.950 -2.585
H: 1.623 -0.169 2.749

Atoms 1-6, force components in eV/Å:
C -0.1 0.6 0.3
C 0.6 -0.1 1.0
C 0.1 0.4 0.5
C -0.2 -0.6 0.0
P -1.0 1.5 -0.4
S 1.1 -0.1 -0.4

Values from the calculation:
* LUMO level (alpha / beta): -3.3 / -3.3 eV
* highest occupied orbital energy (alpha / beta): -7.62 / -7.62 eV
* M: 240.00 g mol⁻¹
* strongest force on any atom: 1.86 eV/Å
* HOMO-LUMO gap (alpha / beta): 4.3 / 4.3 eV
* calculated total energy: -32398.366 eV
* 2S+1: 1
* ΔE to the lowest compared entry with this formula, charge and spin: 51.9 kcal per mole

***

No. 16
Formula: C4H2LiO6
Source: the Open Molecules 2025 dataset
Level of theory: ωB97M-V with the def2-TZVPD basis set

Positions of all 13 atoms, in Å:
O: -2.864 0.537 -1.162
C: -1.896 0.540 -0.402
O: -1.943 0.605 0.869
O: -0.666 0.177 -0.959
Li: -3.961 0.711 0.514
H: 0.406 1.256 0.435
O: 1.646 0.287 -0.987
O: 1.793 -1.424 0.472
O: 3.696 -0.432 -0.423
C: 0.468 0.330 -0.162
C: 0.663 -0.889 0.706
C: 2.534 -0.537 -0.517
H: 0.124 -1.161 1.618

Atoms 1-6, force components in eV/Å:
O 0.4 0.5 0.2
C -1.1 -1.3 1.3
O 0.3 0.4 -0.9
O 0.9 0.3 -0.5
Li 0.5 0.0 -0.3
H 0.4 -0.3 -0.1

Values from the calculation:
* LUMO level: -6.8 eV
* highest occupied orbital energy: -14.66 eV
* total charge: +1
* M: 153.00 g mol⁻¹
* strongest force on any atom: 3.08 eV/Å
* HOMO-LUMO gap: 7.8 eV
* calculated total energy: -16662.846 eV
* 2S+1: 1
* ΔE to the lowest compared entry with this formula, charge and spin: 39.0 kcal per mole

***

No. 17
Formula: C4H2N2O
Source: the Open Molecules 2025 dataset
Level of theory: ωB97M-V with the def2-TZVPD basis set

Positions of all 9 atoms, in Å:
N: -1.324 -0.125 -0.168
C: -1.412 -1.468 0.058
O: -2.184 -2.354 0.262
C: -0.102 -0.851 -0.047
C: 1.196 -0.631 -0.011
C: 1.701 0.575 -0.034
N: 2.271 1.649 -0.027
H: 1.667 2.466 -0.078
H: -1.814 0.738 0.046

Atoms 1-6, force components in eV/Å:
N -0.2 -0.3 0.0
C -0.4 -0.7 0.1
O 0.4 0.4 -0.1
C 0.0 0.2 0.0
C -0.2 0.4 0.0
C 0.1 0.4 0.0

Values from the calculation:
* LUMO level: -0.2 eV
* highest occupied orbital energy: -9.55 eV
* M: 94.07 g mol⁻¹
* strongest force on any atom: 0.79 eV/Å
* HOMO-LUMO gap: 9.3 eV
* SMILES: N=C=C=C1NC1=O
* calculated total energy: -9203.288 eV
* 2S+1: 1
* ΔE to the lowest compared entry with this formula, charge and spin: 79.6 kcal per mole